Molecular formula: C3H4N2
Method: DFT, ωB97M-V/def2-TZVPD

Structure (XYZ):
```
9
Properties=species:S:1:pos:R:3:forces:R:3
C -0.7296 -1.0001 -0.3994 -0.99 1.58 -0.12
N -1.5273 -0.3814 0.3648 -1.48 -0.59 1.18
N 0.9969 0.4488 0.2223 -0.02 2.45 2.41
C 0.9938 1.3663 1.0379 -0.65 -2.20 -3.97
C 0.5758 -0.4311 -0.6319 1.12 -0.17 0.50
H -1.1329 0.3797 0.9228 0.14 -0.18 -0.31
H 1.4767 1.7829 1.8661 0.66 -0.24 1.20
H 1.1662 -0.5225 -1.5054 0.31 -0.36 -0.75
H -1.2430 -1.7296 -1.0267 0.90 -0.29 -0.13
```
Positions in Å, forces in eV/Å.

The HOMO energy (spin up / spin down) comes out at -7.998 / -7.998 eV. The energy above the lowest of the compared OMol25 structures with the same formula, charge and spin is 3.638 eV. As for the spin multiplicity: 1. Its LUMO energy (spin up / spin down) is 0.23 / 0.23 eV. For the maximum force, the calculation gives 4.6 eV/A. Its gap between HOMO and LUMO (spin up / spin down) is 8.23 / 8.23 eV. The total energy is -226.09149 Eh.


Molecular formula: C3H4N2O
Method: DFT, ωB97M-V/def2-TZVPD

Structure (XYZ):
```
10
Properties=species:S:1:pos:R:3:forces:R:3
H -0.9039 1.9207 0.7502 -0.39 0.15 -0.23
O 1.3036 0.8994 -0.0103 -0.22 -0.40 0.28
H 2.6579 -0.6154 -0.0156 0.01 0.10 0.00
H -1.0189 -1.5168 -1.4743 -0.07 0.20 0.38
N 0.7938 -1.3314 -0.3773 0.42 -0.10 -0.44
N -1.3520 1.0140 0.6620 0.28 -0.18 -0.08
H -1.7787 0.6535 1.5100 0.09 -0.05 -0.12
C 1.6104 -0.3043 -0.1050 0.14 -0.19 0.03
C -0.4723 -0.9419 -0.7246 -0.18 0.31 0.22
C -0.8399 0.2222 -0.2150 -0.08 0.17 -0.06
```
Positions in Å, forces in eV/Å.

The HOMO energy comes out at -8.326 eV. The energy above the lowest of the compared OMol25 structures with the same formula, charge and spin is 3.356 eV. As for the spin multiplicity: 1. Its LUMO energy is 0.34 eV. For the maximum force, the calculation gives 0.6 eV/A. Its gap between HOMO and LUMO is 8.67 eV. The total energy is -301.36389 Eh.


Molecular formula: C3H4N2O
Method: DFT, ωB97M-V/def2-TZVPD

Structure (XYZ):
```
10
Properties=species:S:1:pos:R:3:forces:R:3
C 0.7393 -0.8021 0.3739 0.39 0.79 0.17
N -0.2832 -1.4069 0.0255 1.32 -0.91 0.30
H 0.1618 -2.3105 0.3039 -1.49 -0.62 -0.22
C -0.0117 1.6122 -0.3763 -0.70 0.18 -0.23
H -2.4227 -0.2527 -0.3579 0.30 0.00 0.00
H 0.9426 2.0780 -0.3025 -0.19 -0.08 0.01
C -1.0864 1.0761 -0.4470 0.13 0.96 -0.19
O -2.3281 0.6854 -0.5818 0.08 -0.13 0.05
N 1.6892 -0.2349 0.8627 -0.03 -0.41 0.49
H 2.6214 -0.3257 0.5082 0.21 0.22 -0.39
```
Positions in Å, forces in eV/Å.

The HOMO energy comes out at -9.310 eV. Its SMILES is N=C=N.C#CO. The energy above the lowest of the compared OMol25 structures with the same formula, charge and spin is 4.270 eV. As for the spin multiplicity: 1. Its LUMO energy is 0.70 eV. For the maximum force, the calculation gives 1.6 eV/A. Its gap between HOMO and LUMO is 10.01 eV. The total energy is -301.33033 Eh.


Molecular formula: C3H4N2O
Method: DFT, ωB97M-V/def2-TZVPD

Structure (XYZ):
```
10
Properties=species:S:1:pos:R:3:forces:R:3
N -0.6126 1.0829 -1.2150 -0.01 -0.10 0.06
C -0.1122 -0.0513 -0.7095 0.05 -0.11 -0.04
H 0.3710 -0.9008 2.4807 0.06 0.08 -0.10
N -0.3567 -0.7627 0.5208 -0.11 0.17 0.20
O 0.4142 1.0049 1.7763 -0.06 -0.39 -0.05
C 0.2184 -0.1848 1.6550 0.03 0.24 0.10
H -0.6916 1.8520 -0.5650 -0.05 -0.10 -0.09
H -0.4599 1.3071 -2.1841 0.15 -0.02 0.10
H 0.7216 -2.1567 -1.0899 -0.05 0.13 0.03
C 0.5080 -1.1907 -0.6693 -0.01 0.11 -0.21
```
Positions in Å, forces in eV/Å.

The HOMO energy comes out at -8.180 eV. Its SMILES is NC1=CN1C=O. The energy above the lowest of the compared OMol25 structures with the same formula, charge and spin is 3.761 eV. As for the spin multiplicity: 1. Its LUMO energy is 0.82 eV. For the maximum force, the calculation gives 0.4 eV/A. Its gap between HOMO and LUMO is 9.00 eV. The total energy is -301.34903 Eh.


Molecular formula: C3H4N2O
Method: DFT, ωB97M-V/def2-TZVPD

Structure (XYZ):
```
10
Properties=species:S:1:pos:R:3:forces:R:3
H -0.7973 0.3597 1.1102 0.02 -0.02 0.07
O 2.1011 -0.2956 -0.0536 0.05 0.15 -0.06
N -1.3186 -0.1539 -0.7811 -0.18 0.05 -0.05
C -0.3707 -0.5753 0.2705 0.20 -0.41 0.16
N 0.4092 1.3022 -0.4899 0.18 -0.24 0.06
H -0.5253 -1.5132 0.7952 0.02 0.16 -0.07
H 2.6809 0.4199 -0.3607 -0.02 -0.11 0.05
C -0.9568 1.0406 -0.0613 -0.29 0.23 -0.10
H -2.2524 -0.4488 -0.4862 0.07 0.03 -0.03
C 0.8515 0.1515 -0.1379 -0.05 0.15 -0.04
```
Positions in Å, forces in eV/Å.

The HOMO energy comes out at -9.534 eV. The energy above the lowest of the compared OMol25 structures with the same formula, charge and spin is 5.416 eV. As for the spin multiplicity: 1. Its LUMO energy is 0.67 eV. For the maximum force, the calculation gives 0.5 eV/A. Its gap between HOMO and LUMO is 10.20 eV. The total energy is -301.28821 Eh.


Molecular formula: C3H4N2O
Method: DFT, ωB97M-V/def2-TZVPD

Structure (XYZ):
```
10
Properties=species:S:1:pos:R:3:forces:R:3
H 0.5699 -1.6509 -0.4902 1.24 -0.80 0.40
C 1.5206 0.1926 0.1558 -0.38 -0.14 -0.27
C -0.6046 -0.2588 -0.0474 -0.52 -0.60 0.07
H 2.5615 0.0938 0.4215 -0.01 -0.27 -0.26
H -2.3303 -0.6094 0.5034 -0.45 -0.26 -0.07
C -0.4162 1.0533 -0.2154 -0.23 0.83 0.20
O -1.6866 -1.0898 -0.0240 -0.09 0.63 -0.15
N 0.9308 1.3345 -0.0092 0.17 -0.14 -0.03
H -1.1482 1.8124 -0.4528 0.15 0.00 0.20
N 0.6031 -0.8777 0.1582 0.12 0.76 -0.10
```
Positions in Å, forces in eV/Å.

The HOMO energy comes out at -8.764 eV. Its SMILES is Oc1cnc[nH]1. The energy above the lowest of the compared OMol25 structures with the same formula, charge and spin is 1.310 eV. As for the spin multiplicity: 1. Its LUMO energy is 0.68 eV. For the maximum force, the calculation gives 1.5 eV/A. Its gap between HOMO and LUMO is 9.44 eV. The total energy is -301.43910 Eh.


Molecular formula: C3H4N2O
Method: DFT, ωB97M-V/def2-TZVPD

Structure (XYZ):
```
10
Properties=species:S:1:pos:R:3:forces:R:3
N 1.5992 -0.0814 -0.1707 -0.09 0.06 -0.04
C -0.3949 1.1732 0.2918 0.05 -0.12 -0.04
H -1.7734 -0.6580 -1.0881 -0.02 -0.10 0.13
H 2.1282 0.2603 0.6271 -0.22 -0.17 0.15
H -0.3015 2.2163 0.6070 -0.06 -0.24 -0.05
H 1.9457 -0.9339 -0.5955 0.22 0.35 -0.18
N -1.3485 0.3949 0.6685 0.32 0.03 -0.18
O -0.9884 -1.9121 0.3216 -0.33 0.40 0.03
C 0.4414 0.3647 -0.5619 0.50 0.21 -0.03
C -1.3077 -0.8240 -0.0998 -0.37 -0.43 0.21
```
Positions in Å, forces in eV/Å.

The HOMO energy comes out at -8.889 eV. The energy above the lowest of the compared OMol25 structures with the same formula, charge and spin is 3.557 eV. As for the spin multiplicity: 1. Its LUMO energy is 0.38 eV. For the maximum force, the calculation gives 0.6 eV/A. Its gap between HOMO and LUMO is 9.27 eV. The total energy is -301.35651 Eh.


Molecular formula: C3H4N2O
Method: DFT, ωB97M-V/def2-TZVPD

Structure (XYZ):
```
10
Properties=species:S:1:pos:R:3:forces:R:3
H -0.1964 1.3102 1.9985 0.38 0.17 0.07
N -0.5301 0.4167 1.6871 -0.27 0.08 0.69
N 0.7990 0.8501 -0.2528 0.18 -0.01 0.12
H -1.5322 0.4640 1.7316 -0.35 -0.16 -0.20
C -0.0090 0.0498 0.4489 -0.39 -0.30 -0.11
C -0.1207 -1.2117 -0.1593 0.55 0.54 -0.46
C 1.4604 0.4630 -1.2085 -0.79 -1.29 0.56
H -0.6920 -2.0308 0.2851 0.23 0.12 0.01
H 1.6596 0.8696 -2.1704 0.07 -0.15 -0.67
O 0.5015 -1.3791 -1.2522 0.39 1.00 -0.02
```
Positions in Å, forces in eV/Å.

The HOMO energy comes out at -7.738 eV. The energy above the lowest of the compared OMol25 structures with the same formula, charge and spin is 3.268 eV. As for the spin multiplicity: 1. Its LUMO energy is 0.42 eV. For the maximum force, the calculation gives 1.6 eV/A. Its gap between HOMO and LUMO is 8.16 eV. The total energy is -301.36715 Eh.


Molecular formula: C3H4N2O
Method: DFT, ωB97M-V/def2-TZVPD

Structure (XYZ):
```
10
Properties=species:S:1:pos:R:3:forces:R:3
H -2.4381 -1.0290 -0.6881 -0.13 -0.63 0.81
H -0.1503 2.0515 0.1432 0.48 0.22 0.78
N 1.7837 -0.1957 -0.1265 -0.09 0.00 0.02
O -0.3889 -1.1287 -0.1902 -0.40 0.51 -0.38
C 0.4234 -0.0652 0.0264 -0.18 0.51 0.06
C -0.3522 1.0125 0.3173 0.20 0.26 0.06
H 2.3225 0.4240 0.4583 -0.01 -0.18 -0.02
H 2.1559 -1.1274 -0.1960 -0.09 -0.04 0.02
C -1.6672 -0.5736 -0.0828 0.04 -0.42 0.01
N -1.6887 0.6316 0.3384 0.19 -0.23 -1.36
```
Positions in Å, forces in eV/Å.

The HOMO energy comes out at -8.120 eV. Its SMILES is Nc1cnco1. The energy above the lowest of the compared OMol25 structures with the same formula, charge and spin is 1.446 eV. As for the spin multiplicity: 1. Its LUMO energy is 0.87 eV. For the maximum force, the calculation gives 1.4 eV/A. Its gap between HOMO and LUMO is 8.99 eV. The total energy is -301.43409 Eh.


Molecular formula: C3H4N2O
Method: DFT, ωB97M-V/def2-TZVPD

Structure (XYZ):
```
10
Properties=species:S:1:pos:R:3:forces:R:3
H -1.7516 -0.7418 -1.0913 -1.75 -0.56 -1.43
H 2.3829 1.6240 -0.0844 -0.83 -1.54 0.59
H 2.0022 -0.7000 1.1373 -1.14 1.31 -1.46
C 0.0774 -0.9474 -0.0679 -1.18 -0.09 0.34
H -2.6087 1.3683 0.1528 1.07 -1.46 -0.19
N -1.7149 0.8371 0.3405 -0.36 0.74 0.16
O 0.1097 -2.1623 -0.2471 0.21 2.63 0.36
C 1.3241 -0.1037 0.3630 1.23 -1.31 0.93
N 1.5459 1.0012 -0.1980 -0.23 0.37 -0.42
C -1.3668 -0.1755 -0.3050 2.98 -0.09 1.11
```
Positions in Å, forces in eV/Å.

The HOMO energy comes out at -9.216 eV. Its SMILES is [H]/N=C/C(=O)/C=N/[H]. The energy above the lowest of the compared OMol25 structures with the same formula, charge and spin is 2.952 eV. As for the spin multiplicity: 1. Its LUMO energy is -0.06 eV. For the maximum force, the calculation gives 3.2 eV/A. Its gap between HOMO and LUMO is 9.15 eV. The total energy is -301.37874 Eh.


Molecular formula: C3H4N2O
Method: DFT, ωB97M-V/def2-TZVPD

Structure (XYZ):
```
10
Properties=species:S:1:pos:R:3:forces:R:3
N -1.4084 0.4785 -0.5138 0.46 1.66 -1.55
H 0.1547 1.4964 0.4813 -0.11 -0.60 0.91
H -1.8013 -0.3841 -0.9106 1.08 0.23 0.30
C 1.5900 0.0501 -0.3172 -0.38 -0.53 -0.74
C 0.0983 0.4623 0.1349 -2.04 -0.28 -0.81
H -2.0479 0.7424 0.2491 0.79 -0.04 -0.35
N -0.5111 -1.8707 0.8470 -0.28 0.57 0.70
O 1.8999 -1.0790 -0.5638 -0.19 0.85 -0.09
H 2.3836 0.8269 -0.1909 -0.69 0.03 -0.10
C -0.3579 -0.7227 0.7839 1.36 -1.89 1.74
```
Positions in Å, forces in eV/Å.

The HOMO energy comes out at -9.540 eV. Its SMILES is N#C[C@H](N)C=O. The energy above the lowest of the compared OMol25 structures with the same formula, charge and spin is 4.012 eV. As for the spin multiplicity: 1. Its LUMO energy is -0.24 eV. For the maximum force, the calculation gives 2.9 eV/A. Its gap between HOMO and LUMO is 9.30 eV. The total energy is -301.33979 Eh.


Molecular formula: C3H4N2O
Method: DFT, ωB97M-V/def2-TZVPD

Structure (XYZ):
```
10
Properties=species:S:1:pos:R:3:forces:R:3
C -0.5059 0.5534 -0.3475 -0.05 0.14 -0.12
N 1.7915 -0.1883 -0.3592 -0.06 -0.13 0.24
H -2.6972 0.5471 0.1596 0.22 0.10 -0.12
C 0.4990 -0.3096 0.0847 -0.60 0.36 -0.10
O 0.0955 -1.2365 0.8997 -1.62 0.65 -0.11
H 2.0346 0.6994 -0.7820 -0.16 -0.36 0.16
H -0.3908 1.3655 -1.0418 -0.04 0.06 -0.01
H 2.5567 -0.6747 0.0802 -0.32 -0.08 0.13
N -1.6913 -0.8858 1.0498 2.70 -0.43 -0.32
C -1.6921 0.1295 0.2566 -0.09 -0.31 0.27
```
Positions in Å, forces in eV/Å.

The HOMO energy comes out at -8.478 eV. The energy above the lowest of the compared OMol25 structures with the same formula, charge and spin is 2.729 eV. As for the spin multiplicity: 1. Its LUMO energy is 0.29 eV. For the maximum force, the calculation gives 2.8 eV/A. Its gap between HOMO and LUMO is 8.77 eV. The total energy is -301.38695 Eh.


Question: Which value of energy above the lowest of the compared OMol25 structures with the same formula, charge and spin does entry 9 give?
Answer: 1.446 eV